No. 1
The following is a quantum chemistry calculation of a cluster of 2 separate species, C3H10NO2 in total, from the OMol25 dataset.

E_HOMO in eV: -2.83
Energy in Ha: -325.5227
LUMO in Eh: 0.1525
Molecular weight in g mol⁻¹: 92.1
ΔE to the lowest compared entry with this formula, charge and spin in kJ/mol: 84.1
Total charge: -1

Last column: Mulliken charge in e.
Atoms and positions in Å:
C 1.03493 0.19052 -1.50750  -0.9389
N 0.03959 0.38002 -0.48712  -0.4002
C 0.25048 -0.45880 0.69525  -0.6297
C -0.63747 -1.76737 0.54797  -0.2021
O -1.63938 -1.61201 -0.33910  -0.9320
H 1.96494 0.74016 -1.31587  0.2593
H 0.64468 0.53384 -2.46856  0.3272
H 1.32746 -0.86100 -1.66773  0.3273
H -0.87882 -0.03766 -0.78644  0.2591
H 0.01327 0.07630 1.61661  0.2600
H 1.29997 -0.76720 0.77487  0.2531
H -0.98972 -2.00301 1.56872  0.2333
H 0.06984 -2.60258 0.34103  0.1444
H 0.05027 2.72455 1.79810  0.3020
H 0.44517 1.99515 0.51578  0.4729
O 0.55714 2.85101 0.99018  -0.7357


No. 2
The following is a quantum chemistry calculation of a structure of composition C8H16NO2, from the OMol25 dataset.

E_HOMO (alpha / beta) in eV: -9.90 / -14.87
⟨S²⟩: 2.008
Energy in Ha: -519.1323
Multiplicity: 3
LUMO (alpha / beta) in Eh: -0.1035 / -0.2801
Molecular weight in g mol⁻¹: 158.2
ΔE to the lowest compared entry with this formula, charge and spin in kJ/mol: 85.6
Total charge: +1

Last column: Mulliken charge in e.
Atoms and positions in Å:
C -0.95072 -1.22128 0.71773  -1.0972
C -0.58670 1.43706 1.02823  -1.1995
C 0.37278 -0.79795 1.29895  -0.3105
C 1.46946 -0.80432 0.07595  0.1000
C -1.10093 -0.51143 -0.63833  0.1741
C 1.00990 0.33286 -0.90924  -0.0968
C -2.60502 -0.36951 -0.72330  -1.6911
C 1.88202 1.57631 -0.89702  -1.7811
N 0.11335 0.58066 1.73843  -0.0060
O 1.56048 -1.99297 -0.66750  -0.4704
O -0.35299 0.74319 -0.74119  -0.3989
H -1.21148 -2.30272 0.41594  0.4057
H -1.64342 -1.02360 1.40986  0.5462
H -1.54921 1.25676 0.72042  0.5576
H -0.14088 2.37686 0.95696  0.5457
H 0.88197 -1.19912 2.19531  0.5252
H 2.42582 -0.44041 0.68294  0.4288
H -0.81137 -1.01230 -1.53863  0.5397
H 0.97329 -0.04812 -1.85877  0.7838
H -3.18486 -0.19082 0.18211  0.3639
H -3.06671 -1.17178 -1.25682  0.4740
H -2.80664 0.40315 -1.45811  0.4451
H 1.95483 2.00592 0.06088  0.3873
H 1.26664 2.36506 -1.30850  0.3966
H 2.77203 1.29586 -1.28539  0.5611
H 0.86849 1.01659 2.23513  0.3966
H 2.45986 -2.30394 -0.43605  0.4201


No. 3
The following is a quantum chemistry calculation of a structure of composition C13H19ClKN4O, from the OMol25 dataset.

E_HOMO in eV: -12.23
Energy in Ha: -1861.0117
LUMO in Eh: -0.0872
Molecular weight in g mol⁻¹: 321.9
Total charge: +1

Last column: Mulliken charge in e.
Atoms and positions in Å:
K 0.58136 -0.36768 0.27040  0.8423
N -0.04363 -1.74042 -1.90751  -0.5180
C -0.83331 -0.74553 -2.65301  -0.5341
C -1.90110 -0.10571 -1.76941  -0.5089
N -1.32862 0.93649 -0.90492  -0.4934
H 0.71994 -2.06545 -2.49187  0.2303
H -0.62354 -2.55789 -1.74884  0.1880
H -1.32241 -1.18233 -3.52865  0.3867
H -0.15703 0.03718 -3.00615  0.2776
H -2.33628 -0.87591 -1.12698  0.2449
H -2.69515 0.28280 -2.41413  0.3901
H -2.03574 1.25151 -0.24882  0.1949
H -1.08987 1.74433 -1.46995  0.2012
O 0.31850 0.81287 2.30645  -0.3828
C -0.61755 0.50473 3.33419  -0.5291
C -1.39530 -0.74681 3.00814  0.4233
C -2.33326 -1.22427 3.91865  -0.6826
C -3.06288 -2.35202 3.59230  -0.2380
C -2.82901 -2.97328 2.37234  -0.8163
C -1.86679 -2.43473 1.54167  -0.1416
N -1.16266 -1.34042 1.84264  -0.0317
H 0.65432 1.69625 2.49337  0.2263
H -1.33160 1.32531 3.45833  0.3561
H -0.10675 0.36398 4.29195  0.3564
H -2.48295 -0.71406 4.86182  0.3960
H -3.80216 -2.74343 4.27824  0.4242
H -3.37652 -3.85759 2.07768  0.3978
H -1.63600 -2.89152 0.58452  0.3530
Cl 4.02372 1.18137 -4.66955  -0.1958
C 3.64922 1.59662 -3.04169  0.1621
C 4.17702 2.73477 -2.45343  -0.2429
C 3.83088 3.00792 -1.14024  -0.6043
C 2.97881 2.14058 -0.47722  -0.1682
N 2.46988 1.04404 -1.03983  -0.1289
C 2.80628 0.78224 -2.29910  -0.4469
H 4.84225 3.38167 -3.00851  0.4441
H 4.22119 3.88360 -0.64093  0.3779
H 2.69942 2.32858 0.55398  0.3466
H 2.39737 -0.11779 -2.74593  0.4440


No. 4
The following is a quantum chemistry calculation of a cluster of 3 separate species, C14H29BN3O6S2 in total, from the OMol25 dataset.

E_HOMO in eV: -5.20
Energy in Ha: -1987.6001
LUMO in Eh: 0.0870
Molecular weight in g mol⁻¹: 410.3
Total charge: -1

Last column: Mulliken charge in e.
Atoms and positions in Å:
C 2.82981 -2.87267 1.76519  -1.1347
C 1.61779 -1.73154 1.91466  -0.2489
C 2.23979 -0.25590 1.44824  0.0425
C 1.84693 0.84883 2.63762  -0.4787
C 1.48799 2.33614 2.03688  -0.0659
S -0.33945 2.77693 2.37840  0.8883
O -0.45838 4.34725 2.26433  -0.7209
O -0.55541 2.46374 3.89256  -0.6073
N -1.43925 1.94990 1.30424  -0.3295
S -2.58087 0.94364 2.15954  0.7241
O -3.42852 1.72418 3.23721  -0.6122
O -1.73465 -0.21781 2.80868  -0.6290
B -3.89299 0.14519 1.01558  0.5634
O -3.75528 0.02329 -0.44921  -0.4636
O -5.13674 -0.33252 1.71114  -0.4218
C -4.81170 -1.36656 2.70846  -0.5133
H 3.75788 -2.56258 2.43365  0.3556
H 3.23607 -2.92049 0.65291  0.2387
H 2.36691 -3.92114 2.09009  0.3060
H 1.28275 -1.72884 3.04134  0.3381
H 0.70230 -2.06183 1.22475  0.2261
H 3.40486 -0.31485 1.28167  0.3061
H 1.73228 0.01311 0.42728  -0.1987
H 0.88445 0.41441 3.16074  0.2183
H 2.67869 0.89840 3.48990  0.2126
H 2.11599 3.18354 2.59258  0.2704
H 1.76652 2.43598 0.89185  -0.2112
H -4.54059 -0.57027 -0.72260  0.3188
H -4.17663 -0.99073 3.61679  0.2497
H -5.85335 -1.72791 3.16441  0.2127
H -4.36682 -2.29863 2.15538  0.2227
C -0.80828 -1.67335 -2.66165  -0.8994
C -0.17819 -2.94587 -3.21888  -0.4453
C -0.37047 -4.15568 -2.30224  -0.4337
C 0.28034 -3.88761 -0.95500  0.2474
N 0.82021 -3.66532 0.16267  -0.5262
H -0.34902 -1.37659 -1.71342  0.1622
H -0.67129 -0.84339 -3.36208  0.2347
H -1.88360 -1.80730 -2.49745  0.3746
H 0.89201 -2.76940 -3.38238  0.2986
H -0.62178 -3.16339 -4.19665  0.3344
H 0.08611 -5.04372 -2.75172  0.2985
H -1.43625 -4.36025 -2.15346  0.2740
C 0.36039 3.57968 -3.50794  -1.1509
C 1.33854 3.78326 -2.35529  -0.1893
C 2.57114 2.88237 -2.45479  -0.4719
C 2.14455 1.42370 -2.42663  0.3305
N 1.79075 0.21360 -2.40328  -0.5550
H -0.04230 2.56195 -3.52143  0.2490
H -0.48900 4.26325 -3.41064  0.3548
H 0.84459 3.77220 -4.47215  0.3139
H 0.81590 3.59546 -1.40936  0.0658
H 1.66040 4.83035 -2.34301  0.3847
H 3.24642 3.07572 -1.61470  0.2967
H 3.11843 3.08009 -3.38282  0.3931


No. 5
The following is a quantum chemistry calculation of a structure of composition C5H8O6Rb, from the OMol25 dataset.

E_HOMO in eV: -3.49
Energy in Ha: -670.8793
LUMO in Eh: 0.0031
Molecular weight in g mol⁻¹: 249.6
Total charge: -1

Last column: Mulliken charge in e.
Atoms and positions in Å:
O 0.36683 -3.33504 3.35311  -0.7475
C 0.81938 -2.42887 2.60131  0.6860
O 1.83348 -2.60833 1.87496  -0.7471
O 0.21888 -1.24087 2.66544  -0.3828
Rb 3.14185 -5.70412 3.18153  0.9196
O -0.79155 1.53098 -1.34982  -0.7232
C -0.18775 2.47803 -1.90179  0.6622
O 0.15115 3.56816 -1.41431  -0.7228
O 0.00777 2.27493 -3.25329  -0.3158
C 1.05467 2.98533 -3.88309  -0.5938
H 0.79510 4.04351 -4.02793  0.2284
H 1.98392 2.92774 -3.29913  0.2546
H 1.20718 2.51389 -4.86098  0.2063
C -0.62778 -0.72612 1.53095  -0.0689
H -0.12147 -1.04378 0.61082  0.2673
H -0.64561 0.35210 1.73820  0.1805
C -2.03418 -1.29067 1.58972  -1.0067
H -2.20362 -1.99937 0.76670  0.2623
H -2.18947 -1.81171 2.54638  0.3380
H -2.77880 -0.48578 1.53121  0.3035